# 1
{"formula": "C5H7NO", "method": "ωB97M-V/def2-TZVPD", "charge": 0, "species": ["C", "C", "N", "C", "C", "C", "O", "H", "H", "H", "H", "H", "H", "H"], "xyz": [[1.376188, -1.320811, -0.288443], [0.260956, -0.423237, 0.195688], [0.586673, 0.919587, 0.709330], [-0.429631, 1.738129, 0.935923], [-1.561150, 1.118147, 0.125182], [-0.943526, -0.045388, -0.660343], [-1.292390, -0.524617, -1.710106], [0.934910, -2.254628, -0.651170], [2.025362, -1.571594, 0.558620], [1.992685, -0.900683, -1.085552], [1.519855, 1.300734, 0.672019], [-0.191733, -0.931370, 1.059855], [-1.781634, 1.963599, -0.532559], [-2.510136, 0.850975, 0.602688]], "forces_ev_per_a": [[0.048, 0.035, -0.084], [-0.121, -0.176, 0.095], [-0.126, 0.398, -0.032], [0.289, -0.027, -0.572], [-0.086, 0.166, -0.078], [-0.203, -0.275, -0.273], [0.177, 0.193, 0.647], [0.078, 0.170, -0.016], [-0.054, 0.055, -0.190], [-0.160, 0.090, 0.010], [0.219, -0.387, 0.710], [0.005, -0.107, -0.096], [-0.326, -0.149, -0.220], [0.262, 0.014, 0.099]], "lowdin_charge": [-0.036, -0.300, -0.014, -0.044, -0.140, -0.351, 0.114, 0.088, 0.082, 0.084, 0.129, 0.157, 0.111, 0.120]}

***

# 2
{"formula": "C5H7NO", "method": "ωB97M-V/def2-TZVPD", "charge": 0, "spin_multiplicity": 3, "species": ["C", "C", "C", "C", "C", "N", "O", "H", "H", "H", "H", "H", "H", "H"], "xyz": [[-1.185428, -1.334564, -0.428625], [-2.814198, 0.139074, 0.093942], [-0.966648, 1.093239, -0.547620], [-0.208363, -0.161522, -0.452746], [0.661580, -0.172269, 0.768554], [-2.424920, -1.136328, -0.094313], [-3.832196, 0.591667, 0.433489], [-0.895523, -2.240280, -0.862709], [-0.873453, 1.448845, -1.567739], [-0.864501, 1.796605, 0.247086], [0.316356, -0.222572, -1.438392], [0.182092, -0.154520, 1.760329], [1.306276, 0.673995, 0.826805], [1.448737, -0.900391, 0.806100]], "forces_ev_per_a": [[2.283, 0.693, -0.491], [-0.230, -4.934, -0.951], [0.467, -0.125, -0.525], [-0.460, -1.308, -0.391], [1.180, 0.305, 1.154], [-1.179, 3.148, 0.558], [-0.835, 2.756, 0.715], [0.285, -1.323, -0.406], [-1.167, 0.592, 0.100], [-0.319, 0.570, 0.394], [0.309, -0.209, 1.003], [-0.505, -0.352, -0.622], [0.303, 1.433, -0.300], [-0.133, -1.244, -0.237]], "lowdin_charge": [-0.172, -0.318, 0.094, -0.424, -0.084, 0.098, 0.158, 0.083, 0.096, 0.084, 0.148, 0.102, 0.061, 0.074]}

***

# 3
{"formula": "C5H7NO2", "method": "ωB97M-V/def2-TZVPD", "charge": 0, "smiles": "CO/C=C(\\C#N)OC", "species": ["C", "C", "C", "C", "C", "H", "H", "H", "H", "H", "H", "H", "N", "O", "O"], "xyz": [[-2.412875, 0.194446, 0.081439], [-0.588874, -1.375267, -0.209320], [0.304486, -0.336764, -0.164730], [2.623869, 0.113256, 0.273029], [0.035032, 1.118157, -0.332740], [-1.809525, 0.973636, 0.674487], [-2.304010, 0.587007, -0.879909], [-3.315310, 0.152803, 0.609029], [0.006706, -2.412876, -0.284202], [2.440746, 1.105679, 0.342224], [3.506758, 0.013217, -0.289439], [2.470271, -0.268042, 1.393932], [-0.728531, 2.173230, -0.399059], [-1.841020, -1.294278, -0.142947], [1.612282, -0.744199, -0.671800]], "forces_ev_per_a": [[2.270, -0.863, 1.251], [4.782, -0.179, 0.176], [1.709, 0.158, -2.485], [-2.175, -5.275, 0.622], [-6.719, 6.957, -0.401], [-0.612, -2.593, -0.189], [-1.099, 0.371, -1.465], [-1.660, -0.891, -0.151], [-2.023, 2.098, 0.047], [-1.438, 3.187, -0.433], [1.508, -0.694, 0.172], [0.950, 0.243, -2.664], [8.017, -8.121, 0.200], [-3.985, 2.033, 1.518], [0.475, 3.569, 3.802]], "lowdin_charge": [0.052, -0.174, -0.292, 0.013, -0.100, 0.079, 0.058, 0.070, 0.196, 0.008, 0.059, 0.137, 0.098, -0.029, -0.174]}

***

# 4
{"formula": "C5H7NO2", "method": "ωB97M-V/def2-TZVPD", "charge": 0, "smiles": "C=C1CCON=CO1", "species": ["C", "C", "C", "C", "C", "H", "H", "H", "H", "H", "H", "H", "N", "O", "O"], "xyz": [[2.040860, -0.373507, -0.584092], [0.889864, -0.434290, 0.024333], [0.185673, 0.646292, 0.788885], [-0.809386, 1.185659, -0.239139], [-1.260180, -1.529679, 0.148721], [2.492459, -1.254875, -1.068937], [2.733418, 0.495382, -0.755431], [-0.264860, 0.205649, 1.804139], [0.883573, 1.480008, 1.048667], [-0.342381, 1.848372, -0.962154], [-1.300196, 2.071493, 0.379951], [-1.613081, -2.420728, 0.740091], [-2.134588, -0.666561, -0.125293], [-1.592075, 0.306878, -0.987410], [0.090900, -1.560095, -0.212331]], "forces_ev_per_a": [[2.976, -0.081, -1.404], [-1.098, 0.240, 0.376], [0.175, -0.998, 0.588], [-0.670, 4.107, 1.971], [0.984, -1.563, 0.830], [-0.843, 0.289, 0.020], [-1.172, -0.626, 1.108], [0.717, 1.080, -2.341], [-0.566, -0.772, -0.165], [0.683, -0.582, -0.375], [-0.609, -1.939, -1.057], [0.631, 0.979, -0.690], [-0.112, -0.247, -0.372], [0.131, 0.453, 0.681], [-1.226, -0.342, 0.828]], "lowdin_charge": [0.062, -0.377, -0.125, -0.257, -0.176, 0.076, 0.089, 0.168, 0.133, 0.122, 0.147, 0.152, 0.087, -0.106, 0.003]}

***

# 5
{"formula": "C5H7NO2", "method": "ωB97M-V/def2-TZVPD", "charge": 0, "species": ["C", "C", "C", "C", "C", "H", "H", "H", "H", "H", "H", "H", "N", "O", "O"], "xyz": [[-0.225237, -1.049424, -0.228504], [1.613148, -0.618219, -1.348837], [1.322166, 0.498479, -0.727130], [0.110394, 0.288150, 0.018795], [-0.496504, 1.190934, 1.015995], [-2.234114, -0.969878, 0.163816], [-0.923010, -3.049263, 0.057146], [2.679703, -0.911743, -1.757710], [2.104580, 1.328830, -0.302639], [-1.312816, 0.808071, 1.572365], [0.214058, 1.262925, 1.810513], [-1.342552, 2.214995, -0.234935], [-1.070920, -1.828304, 0.581339], [0.487024, -1.606339, -1.279293], [-0.925920, 2.440786, 0.659079]], "forces_ev_per_a": [[0.252, 1.622, 0.081], [2.004, -2.658, -2.702], [1.582, 2.712, 3.111], [-0.828, -2.035, -1.037], [0.761, -1.375, 1.921], [2.970, -3.833, 1.486], [-1.410, 4.844, 1.651], [-2.975, 0.145, 0.429], [-2.007, -2.067, -1.875], [-1.057, -1.687, 0.214], [0.924, 0.678, 0.645], [0.562, 1.331, 1.598], [-2.553, -1.062, -4.069], [2.594, 2.394, 2.254], [-0.819, 0.993, -3.708]], "lowdin_charge": [-0.482, -0.099, -0.080, -0.207, -0.311, 0.268, 0.226, 0.151, 0.184, 0.099, 0.119, 0.134, 0.053, -0.005, -0.048]}

***

# 6
{"formula": "C5H7NO2", "method": "ωB97M-V/def2-TZVPD", "charge": 0, "species": ["C", "C", "C", "C", "C", "H", "H", "H", "H", "H", "H", "H", "N", "O", "O"], "xyz": [[-0.527824, -0.134516, -0.494481], [0.780840, 0.430320, -0.984958], [1.015666, 0.230792, 1.058985], [-0.505554, 0.284347, 0.957815], [0.579915, -1.379152, -0.446234], [-1.572000, 0.265941, -2.212849], [1.195335, 1.484192, -0.840073], [1.312338, 0.242206, -2.030635], [1.586066, -0.463047, 1.807856], [1.297388, 1.398424, 1.206923], [0.846052, -1.509789, -1.535874], [0.281023, -2.389345, 0.240190], [1.555672, -0.282947, -0.203460], [-1.673351, 0.042208, -1.244533], [-1.313420, 0.752953, 1.774775]], "forces_ev_per_a": [[-0.387, -0.132, -2.075], [1.837, 7.349, -7.065], [3.261, 0.892, 4.399], [-0.492, 1.107, 1.168], [-1.952, -2.929, -0.383], [0.546, -0.548, 1.820], [-1.730, -0.278, -0.296], [-2.693, 0.144, 0.746], [-1.735, 1.697, -0.321], [-0.168, -2.785, -0.096], [-0.979, -1.532, 1.166], [1.522, 2.883, -1.762], [1.668, -3.884, 5.855], [-0.624, -0.298, -0.622], [1.927, -1.686, -2.533]], "lowdin_charge": [-0.341, -0.322, -0.134, -0.278, -0.034, 0.143, 0.150, 0.172, 0.160, 0.178, 0.120, 0.187, -0.138, 0.043, 0.094]}

***

# 7
{"formula": "C5H7NO2", "method": "ωB97M-V/def2-TZVPD", "charge": 0, "species": ["C", "C", "C", "C", "C", "N", "O", "O", "H", "H", "H", "H", "H", "H", "H"], "xyz": [[-1.328134, -0.467213, -0.496167], [-1.485385, 0.515055, -2.407369], [1.679264, 0.143944, 0.325193], [-0.775051, -0.356050, 0.897576], [0.698141, -0.840663, 1.019809], [-1.151249, 0.725571, -1.119434], [-1.579592, 0.502138, -3.550576], [-0.890428, 1.829133, -0.737227], [1.820311, 0.999333, 1.010455], [1.166641, 0.413763, -0.603494], [2.510424, -0.421876, 0.139212], [-1.332995, -0.986987, 1.561207], [-0.875129, 0.747880, 1.325638], [0.716739, -1.825785, 0.558334], [0.826442, -0.978243, 2.076843]], "forces_ev_per_a": [[0.988, 0.271, -0.582], [0.044, -0.993, -0.734], [-3.213, 0.156, 1.434], [-0.500, 2.046, 1.065], [-0.999, 0.653, -1.037], [-1.984, -4.105, -1.076], [-0.083, 0.036, 1.071], [1.656, 5.252, 1.429], [0.218, -0.251, -0.766], [0.673, 0.385, 0.124], [2.619, -0.774, -0.580], [-0.560, -0.441, 0.181], [0.271, -2.161, -0.938], [0.289, -0.124, -0.085], [0.581, 0.049, 0.495]], "lowdin_charge": [0.097, -0.037, -0.071, -0.235, -0.237, -0.402, 0.296, -0.026, 0.094, 0.058, 0.032, 0.084, 0.152, 0.101, 0.094]}

***

# 8
{"formula": "C5H7NO2", "method": "ωB97M-V/def2-TZVPD", "charge": 0, "species": ["C", "C", "C", "N", "C", "C", "O", "O", "H", "H", "H", "H", "H", "H", "H"], "xyz": [[-1.667549, -0.059624, 0.254744], [-0.756166, -1.588529, -1.007779], [1.920840, 1.237184, 0.044979], [-1.541908, -1.425666, 0.046336], [-0.584348, 0.850354, 0.426860], [0.862076, 0.314543, 0.577267], [-0.746403, 2.060661, 0.576969], [1.099283, -0.725402, 1.152938], [-1.588685, -2.091495, 0.806096], [-2.670316, 0.339646, 0.347173], [-0.021401, -2.381774, -1.063722], [-0.789268, -0.963655, -1.882625], [1.796434, 2.218240, 0.503891], [1.777087, 1.382189, -1.028145], [2.910324, 0.833326, 0.245015]], "forces_ev_per_a": [[-1.093, 0.864, 0.544], [0.244, -1.149, 0.615], [0.036, -0.028, 0.083], [1.861, 0.967, -1.609], [-0.308, -0.354, -0.264], [-0.045, -0.063, 0.036], [0.180, -0.164, -0.053], [-0.014, 0.159, -0.116], [-0.221, -0.302, -0.163], [0.042, 0.003, 0.349], [-0.097, -0.303, 0.309], [-0.541, 0.427, 0.271], [0.000, -0.022, -0.001], [-0.020, -0.022, -0.002], [-0.022, -0.013, 0.000]], "lowdin_charge": [-0.089, 0.077, -0.009, -0.011, -0.408, -0.382, 0.026, 0.073, 0.161, 0.111, 0.092, 0.095, 0.088, 0.092, 0.084]}

***

# 9
{"formula": "C5H7NO2", "method": "ωB97M-V/def2-TZVPD", "charge": 0, "species": ["C", "C", "C", "C", "C", "O", "N", "O", "H", "H", "H", "H", "H", "H", "H"], "xyz": [[1.298837, -0.392341, -1.023098], [-1.245825, -0.319197, -0.002174], [-1.060082, 1.380848, -0.253362], [0.446430, -0.312512, 0.199842], [0.849024, -0.420627, 1.457431], [-1.486055, -0.941667, -1.215627], [-0.896988, 2.461641, 0.189570], [-1.933863, -0.593202, 0.986035], [-2.263578, -1.500505, -1.075558], [-0.263779, 2.954626, 0.798777], [0.975100, -1.216824, -1.657617], [2.345146, -0.540067, -0.753808], [1.223618, 0.519031, -1.620211], [0.128030, -0.460329, 2.262953], [1.883984, -0.618873, 1.706847]], "forces_ev_per_a": [[-0.077, 0.127, -0.018], [2.745, -2.092, 0.884], [-1.121, 2.011, 0.099], [-1.696, -0.635, 0.200], [-0.028, -0.312, -0.166], [-0.121, 0.347, -0.163], [0.516, -1.121, -0.249], [-0.035, 0.877, -0.584], [0.010, 0.209, 0.108], [-0.198, 0.172, -0.023], [-0.006, 0.016, 0.022], [-0.015, 0.049, 0.021], [0.014, 0.016, -0.077], [-0.102, 0.114, -0.016], [0.112, 0.224, -0.038]], "lowdin_charge": [-0.066, -0.699, 0.107, -0.280, 0.058, 0.030, 0.232, 0.009, 0.119, 0.117, 0.081, 0.080, 0.078, 0.068, 0.066]}

***

# 10
{"formula": "C5H7NO2S2", "method": "ωB97M-V/def2-TZVPD", "charge": 0, "species": ["C", "C", "C", "C", "C", "N", "O", "O", "S", "S", "H", "H", "H", "H", "H", "H", "H"], "xyz": [[-0.889198, -0.663218, -0.911399], [0.603480, -0.707409, 1.019159], [-1.984716, -3.053601, 0.946103], [-1.707560, 0.617029, -1.036781], [1.840334, -0.046333, 0.481057], [-0.513360, -0.905629, 0.459458], [-0.677838, -1.440478, -1.823268], [0.524152, -0.914870, 2.343937], [-2.548384, -2.372814, 2.183423], [-1.514348, -4.069859, -0.152967], [-1.131456, 1.271152, -0.458439], [-2.665144, 0.319276, -0.695461], [-1.632095, 0.771594, -2.121675], [2.084388, -0.616468, -0.551340], [1.707734, 0.934011, 0.233556], [2.688505, -0.001896, 1.220446], [-0.200436, -1.507848, 2.533633]], "forces_ev_per_a": [[0.825, -0.877, 0.727], [-1.877, 0.953, 0.477], [0.598, -2.795, -1.669], [1.683, -2.531, -1.992], [1.641, -3.917, -0.875], [0.117, 0.268, -2.992], [-0.043, 0.690, 0.834], [2.582, 0.094, 0.823], [-0.956, 1.091, 1.585], [-0.211, 1.081, 0.509], [-0.014, 1.701, 0.882], [-1.119, 0.505, 0.433], [-0.589, 0.632, 0.421], [-0.132, 1.263, 2.529], [-0.978, 2.706, -0.778], [-0.812, -0.730, -0.856], [-0.715, -0.135, -0.059]], "lowdin_charge": [-0.505, -0.432, -1.395, 0.022, 0.022, 0.098, 0.036, 0.063, 0.774, 0.762, 0.060, 0.077, 0.097, 0.151, 0.036, 0.103, 0.032]}

***

So what do the calculations give for calculated total energy? Going down the list: -8833.5301, -8830.9973, -10877.0313, -10879.4615, -10877.0834, -10878.0871, -10876.8254, -10880.5679, -10879.9329, -32552.8257 eV.
So what do the calculations give for energy relative to the best compared isomer or geometry (same formula, charge and spin)? Going down the list: 2.673, 0.400, 6.586, 4.156, 6.534, 5.530, 6.792, 3.049, 3.684, 0.683 eV.